No. 1
{"formula": "C46H44BCl2CoN7O4", "method": "ωB97M-V with the def2-TZVPD basis set", "species": ["Co", "Cl", "C", "C", "C", "N", "C", "O", "C", "C", "C", "C", "C", "N", "C", "C", "C", "Cl", "N", "C", "O", "C", "C", "C", "C", "C", "N", "H", "H", "H", "H", "H", "H", "H", "H", "H", "H", "C", "C", "C", "C", "C", "C", "C", "N", "C", "N", "C", "C", "C", "C", "C", "C", "C", "N", "C", "C", "C", "C", "C", "C", "C", "H", "H", "H", "H", "H", "H", "H", "H", "H", "H", "H", "H", "H", "H", "H", "H", "H", "H", "H", "H", "H", "H", "C", "C", "C", "O", "B", "O", "C", "C", "C", "H", "H", "H", "H", "H", "H", "H", "H", "H", "H", "H", "H"], "positions_angstrom": [[-0.003982, 0.870424, 0.470522], [-3.292508, 6.654483, -2.464950], [-2.169512, 5.565285, -1.680332], [-2.603743, 4.810686, -0.605314], [-1.778829, 3.906324, 0.076063], [-2.310886, 3.231898, 1.164709], [-3.082655, 2.185338, 0.975418], [-3.725297, 1.532993, 1.827664], [-3.244733, 1.725329, -0.460440], [-4.475387, 1.845324, -1.107656], [-4.559948, 1.515569, -2.445019], [-3.420618, 1.053902, -3.094127], [-2.250324, 0.931487, -2.363363], [-2.157199, 1.256763, -1.072088], [-0.422693, 3.797883, -0.350327], [-0.009464, 4.571818, -1.434878], [-0.860674, 5.439687, -2.101342], [-0.242699, 6.350453, -3.462395], [0.443739, 2.891873, 0.294734], [1.742758, 3.160155, 0.359527], [2.408773, 4.111100, -0.104220], [2.538945, 2.167262, 1.205319], [3.758642, 2.581297, 1.737563], [4.458118, 1.711502, 2.552612], [3.930061, 0.452128, 2.810396], [2.717574, 0.123831, 2.226936], [2.049073, 0.954397, 1.441163], [-3.624863, 4.909796, -0.260774], [-5.326267, 2.207520, -0.545569], [-5.495343, 1.627330, -2.983398], [-3.429311, 0.794328, -4.145603], [-1.340142, 0.564273, -2.816331], [1.006811, 4.486240, -1.774023], [4.114734, 3.571025, 1.492265], [5.404570, 2.012083, 2.988619], [4.436875, -0.259681, 3.449793], [2.252666, -0.843114, 2.396511], [-1.916740, -5.789153, 0.548676], [-0.871840, -5.602742, 1.612718], [-0.281941, -6.689540, 2.237137], [0.693976, -6.532004, 3.213753], [1.092923, -5.249473, 3.551928], [0.525974, -4.141109, 2.940297], [-0.472498, -4.301148, 1.977732], [-1.099155, -3.241700, 1.327690], [-0.790294, -1.868034, 1.487590], [-0.854988, -1.462968, 2.760855], [-0.726007, -0.144576, 3.307736], [-0.521403, 0.952554, 2.479094], [-0.386237, 2.157786, 3.197060], [-0.450736, 2.250725, 4.574184], [-0.681645, 1.111770, 5.339768], [-0.824236, -0.111629, 4.713198], [-1.092534, -1.351039, 5.529444], [-0.520863, -1.127823, 0.463512], [-0.639085, -1.764667, -0.801333], [0.509388, -2.178740, -1.480568], [0.412835, -2.815118, -2.703789], [-0.839167, -3.040510, -3.270897], [-1.974567, -2.643771, -2.589444], [-1.905526, -2.016146, -1.342847], [-3.175085, -1.668757, -0.611513], [-2.138787, -6.846696, 0.408790], [-1.589182, -5.389720, -0.417579], [-2.843322, -5.270024, 0.808152], [-0.600312, -7.685546, 1.947627], [1.136498, -7.396148, 3.692199], [1.864113, -5.096339, 4.297334], [0.861302, -3.147384, 3.201686], [-1.397389, -3.454273, 0.388908], [-1.248715, -2.152759, 3.376127], [-0.232949, 3.065901, 2.629263], [-0.339240, 3.215634, 5.059629], [-0.759390, 1.171007, 6.422034], [-1.136995, -1.098232, 6.589716], [-0.317630, -2.117049, 5.408895], [-2.051917, -1.818118, 5.273868], [1.470925, -1.953832, -1.038497], [1.313492, -3.124426, -3.220673], [-0.925007, -3.518759, -4.239717], [-2.954155, -2.812449, -3.025672], [-3.871098, -1.162947, -1.283309], [-3.007445, -1.010883, 0.239344], [-3.668333, -2.577910, -0.248714], [3.669031, -0.584125, -3.133545], [3.098829, 0.694573, -2.522161], [4.254515, 1.617132, -2.139348], [2.430718, 0.334199, -1.317674], [1.076922, 0.753589, -1.291704], [0.815260, 1.312727, -2.556991], [1.974414, 1.384824, -3.384441], [2.237223, 2.859122, -3.675652], [1.641507, 0.663447, -4.689529], [4.339661, -1.043429, -2.404505], [4.237407, -0.382703, -4.045796], [2.879548, -1.297008, -3.364813], [4.938853, 1.063067, -1.493044], [3.898205, 2.486058, -1.585792], [4.809358, 1.955879, -3.019247], [2.390115, 3.415470, -2.752991], [1.363275, 3.277289, -4.178263], [3.108184, 2.995637, -4.323202], [1.282788, -0.347076, -4.491889], [2.500554, 0.611455, -5.364071], [0.842361, 1.209646, -5.194402]], "atomic_forces_ev_per_a": [[0.3, -0.5, 0.1], [0.0, 0.0, 0.0], [0.0, 0.0, 0.0], [0.0, 0.0, 0.0], [0.0, 0.1, 0.0], [0.1, -0.1, -0.1], [-0.1, 0.1, 0.1], [0.0, 0.1, -0.1], [0.0, 0.0, 0.0], [0.0, 0.0, 0.0], [0.0, 0.0, 0.0], [0.0, 0.0, 0.0], [0.0, 0.0, 0.1], [0.0, 0.0, 0.0], [0.0, 0.0, 0.0], [0.0, 0.0, 0.0], [0.0, 0.0, 0.0], [0.0, 0.0, 0.0], [0.1, -0.1, -0.1], [0.2, -0.1, 0.2], [-0.1, 0.1, 0.0], [0.0, 0.1, 0.0], [0.0, -0.1, 0.0], [0.0, 0.0, 0.0], [0.0, 0.0, 0.0], [0.1, 0.0, 0.0], [-0.3, 0.2, -0.1], [0.0, 0.0, 0.0], [0.0, 0.0, 0.0], [0.0, 0.0, 0.0], [0.0, 0.0, 0.0], [0.1, 0.0, -0.1], [0.0, 0.0, 0.0], [0.0, 0.0, 0.0], [0.0, 0.0, 0.0], [0.0, 0.0, 0.0], [0.0, 0.0, 0.0], [0.0, 0.0, 0.0], [0.0, 0.0, 0.0], [0.0, 0.0, 0.0], [0.0, 0.0, 0.0], [0.0, 0.0, 0.0], [0.0, 0.0, 0.0], [0.1, -0.1, 0.0], [-0.1, 0.0, 0.1], [0.0, -0.1, -0.2], [0.0, 0.0, 0.0], [0.0, 0.0, 0.0], [-0.1, 0.2, -0.1], [0.0, 0.0, -0.1], [0.0, 0.0, 0.0], [0.0, 0.0, 0.0], [0.0, 0.1, 0.0], [0.0, 0.0, 0.0], [0.1, 0.1, 0.0], [0.0, 0.0, 0.1], [0.0, 0.0, 0.0], [0.0, 0.0, 0.0], [0.0, 0.0, 0.0], [0.0, 0.0, 0.0], [0.1, 0.0, -0.1], [-0.1, 0.0, 0.0], [0.0, 0.0, 0.0], [0.0, 0.0, 0.0], [0.0, 0.0, 0.0], [0.0, 0.0, 0.0], [0.0, 0.0, 0.0], [0.0, 0.0, 0.0], [0.0, 0.0, 0.0], [0.0, 0.0, 0.0], [0.0, 0.0, 0.0], [0.0, 0.0, 0.0], [0.0, 0.0, 0.0], [0.0, 0.0, 0.0], [0.0, 0.0, 0.0], [0.0, 0.0, 0.0], [0.0, 0.0, 0.0], [0.0, 0.0, 0.0], [0.0, 0.0, 0.0], [0.0, 0.0, 0.0], [0.0, 0.0, 0.0], [0.0, 0.0, 0.0], [0.0, 0.0, 0.0], [0.0, 0.0, 0.0], [0.0, 0.0, 0.0], [0.0, 0.0, 0.0], [0.0, 0.0, 0.0], [0.0, -0.1, 0.1], [-0.1, 0.2, 0.0], [-0.1, 0.0, 0.0], [0.0, 0.0, 0.0], [0.0, 0.0, -0.1], [0.0, 0.0, 0.0], [0.0, 0.0, 0.0], [0.0, 0.0, 0.0], [0.0, 0.0, 0.0], [0.0, 0.0, 0.0], [0.0, 0.0, 0.0], [0.0, 0.0, 0.0], [0.1, 0.0, 0.0], [0.0, 0.0, 0.0], [0.0, 0.0, 0.0], [0.0, 0.0, 0.0], [0.0, 0.0, 0.0], [0.0, 0.0, 0.0]], "mulliken_charge": [-0.562, -0.295, 0.262, -0.345, 0.646, -0.573, -0.513, -0.859, 0.470, -0.488, -0.833, -1.065, -0.812, 1.364, -0.793, -1.058, -0.364, -0.293, 0.949, -0.156, -0.870, 0.371, -0.631, -0.607, -0.987, -0.373, 0.724, 0.456, 0.547, 0.367, 0.482, 0.275, 0.715, 0.527, 0.388, 0.447, 0.228, -1.492, 0.972, -0.675, -0.702, -1.026, -0.178, 0.484, 0.041, -0.314, 0.367, 0.582, -0.914, 0.651, -1.332, -0.918, 1.654, -1.494, 1.308, -1.044, 0.103, -0.756, -1.111, -1.226, 1.792, -1.679, 0.391, 0.223, 0.311, 0.344, 0.365, 0.411, 0.249, 0.166, 0.423, 0.349, 0.386, 0.255, 0.399, 0.213, 0.349, 0.559, 0.417, 0.418, 0.458, 0.519, 0.025, 0.463, -2.243, 2.175, -2.028, -0.004, 0.345, 0.121, 2.210, -2.263, -2.285, 0.513, 0.351, 0.263, 0.443, 0.247, 0.348, 0.272, 0.568, 0.343, 0.256, 0.357, 0.478], "spin_multiplicity": 2, "relative_energy_kj_mol": 217.9, "s_squared": 0.768, "lumo_energy_ev": [3.88, 3.88], "charge": -2, "gap_ev": [5.229, 5.179]}

=====

No. 2
{"formula": "C27H33F7N2O12S", "method": "ωB97M-V with the def2-TZVPD basis set", "species": ["N", "C", "C", "C", "C", "C", "C", "S", "C", "C", "C", "C", "C", "C", "N", "C", "F", "F", "C", "F", "F", "C", "F", "F", "F", "H", "H", "H", "H", "H", "H", "H", "H", "H", "C", "O", "C", "O", "O", "C", "H", "H", "H", "H", "H", "H", "C", "O", "C", "O", "O", "C", "H", "H", "H", "H", "H", "H", "C", "O", "C", "O", "O", "C", "H", "H", "H", "H", "H", "H", "C", "O", "C", "O", "O", "C", "H", "H", "H", "H", "H", "H"], "positions_angstrom": [[0.821723, -0.527984, 1.312256], [0.427776, -1.009269, 0.050780], [-0.736540, -1.755588, -0.094562], [-1.084357, -2.298088, -1.318147], [-0.278077, -2.103058, -2.431019], [0.870247, -1.344440, -2.301645], [1.238351, -0.811463, -1.073710], [2.727726, 0.106156, -0.916226], [3.683245, -0.780981, -2.092470], [5.042945, -0.950731, -1.871385], [5.813094, -1.637492, -2.790521], [5.219425, -2.184931, -3.917024], [3.858173, -2.032957, -4.131936], [3.091488, -1.309070, -3.234465], [1.682255, -1.119990, -3.469844], [1.361279, 0.065648, -4.221709], [2.380978, 0.964105, -4.221633], [0.282515, 0.673541, -3.703106], [1.027359, -0.267227, -5.726782], [-0.305750, -0.477336, -5.822938], [1.662146, -1.394390, -6.121579], [1.412459, 0.834499, -6.742541], [0.874425, 0.544622, -7.937600], [2.746264, 0.902644, -6.895316], [0.956691, 2.030113, -6.330901], [1.279098, 0.371795, 1.252792], [0.000805, -0.388113, 1.889044], [-1.362328, -1.923857, 0.770008], [-1.983889, -2.884568, -1.417181], [-0.536926, -2.522165, -3.389790], [5.491603, -0.549957, -0.975307], [6.869160, -1.772984, -2.619270], [5.810263, -2.739152, -4.628416], [3.384264, -2.466661, -4.993332], [-5.303110, -2.903750, 2.600768], [-3.928789, -3.088144, 2.956816], [-3.666283, -2.899742, 4.249529], [-4.466400, -2.580646, 5.089603], [-2.367683, -3.108471, 4.445137], [-1.936804, -2.934196, 5.799127], [-5.355024, -3.089611, 1.532773], [-5.934794, -3.608741, 3.136641], [-5.624710, -1.887737, 2.821286], [-2.450307, -3.632444, 6.456387], [-2.124114, -1.915228, 6.131644], [-0.870847, -3.137118, 5.793388], [-4.173200, 0.797022, 3.930702], [-4.504236, 1.918680, 3.107004], [-3.515731, 2.288007, 2.294161], [-2.428753, 1.772404, 2.245032], [-3.934486, 3.303029, 1.547788], [-2.964478, 3.793070, 0.613460], [-5.054654, 0.583940, 4.526895], [-3.929459, -0.064914, 3.311243], [-3.331622, 1.028525, 4.580215], [-2.680458, 3.012675, -0.089458], [-2.082231, 4.158789, 1.134392], [-3.445626, 4.612614, 0.089115], [-4.859921, 7.574861, 1.523200], [-3.771646, 7.449010, 0.601061], [-2.844119, 8.398687, 0.711542], [-2.861307, 9.312782, 1.491582], [-1.894506, 8.158060, -0.190559], [-0.824954, 9.109169, -0.186310], [-5.518131, 6.737550, 1.313401], [-4.500147, 7.520562, 2.548335], [-5.384647, 8.515037, 1.368445], [-0.322777, 9.115439, 0.778717], [-1.199311, 10.106097, -0.408451], [-0.141570, 8.782648, -0.963595], [5.755135, -7.209742, 1.611486], [5.599083, -5.815992, 1.888449], [4.710880, -5.200440, 1.106078], [4.071023, -5.720570, 0.230665], [4.657286, -3.921339, 1.462508], [3.734126, -3.133555, 0.699886], [6.498664, -7.566339, 2.317472], [4.814821, -7.737416, 1.757201], [6.101809, -7.361739, 0.591367], [2.718986, -3.508238, 0.816344], [4.007321, -3.138065, -0.353620], [3.799807, -2.125152, 1.096621]], "atomic_forces_ev_per_a": [[-0.5, 0.3, -0.2], [0.3, 0.0, 0.0], [-0.1, -0.1, 0.0], [0.2, 0.0, -0.1], [-0.1, 0.0, 0.2], [-0.2, -0.1, -0.2], [-0.2, -0.1, 0.2], [0.1, 0.2, 0.0], [0.1, 0.0, 0.0], [0.0, 0.0, 0.0], [0.0, -0.1, -0.1], [-0.1, 0.0, 0.0], [0.1, 0.0, 0.1], [0.0, -0.2, -0.1], [0.2, 0.6, 0.2], [0.0, -0.4, -0.1], [-0.1, -0.1, 0.0], [0.0, 0.1, -0.1], [-0.1, -0.1, 0.0], [0.3, 0.0, 0.0], [-0.2, 0.3, 0.1], [0.2, 0.3, -0.2], [0.1, 0.2, 0.4], [-0.6, 0.0, 0.1], [0.1, -0.5, -0.3], [0.2, -0.1, 0.0], [0.0, -0.1, 0.2], [-0.1, 0.0, 0.1], [-0.1, -0.1, 0.1], [0.0, 0.0, -0.1], [0.0, 0.0, 0.1], [0.1, 0.0, 0.0], [0.1, -0.1, -0.1], [-0.1, -0.1, -0.1], [0.0, 0.0, -0.1], [0.0, 0.0, 0.0], [0.0, 0.1, -0.1], [0.0, 0.0, 0.1], [0.0, 0.0, 0.0], [0.1, 0.0, 0.0], [0.0, 0.0, 0.0], [0.0, 0.0, 0.0], [0.0, 0.0, 0.0], [0.0, 0.0, 0.0], [0.0, 0.0, 0.0], [0.0, 0.0, 0.0], [-0.1, -0.1, 0.1], [0.0, 0.0, 0.0], [-0.1, 0.0, 0.0], [0.2, 0.0, -0.1], [0.0, 0.0, 0.0], [0.0, 0.1, -0.1], [0.0, 0.0, 0.0], [0.1, 0.0, 0.0], [0.0, 0.0, 0.0], [0.0, 0.0, 0.0], [0.0, 0.0, 0.0], [0.0, 0.0, 0.0], [-0.1, -0.1, 0.0], [0.0, -0.1, 0.0], [0.0, 0.0, 0.0], [0.0, 0.1, 0.1], [0.0, 0.0, 0.0], [0.1, 0.0, -0.1], [0.0, 0.0, 0.0], [0.0, 0.0, 0.0], [0.0, 0.0, 0.0], [0.0, 0.0, 0.0], [0.0, 0.0, 0.0], [0.0, 0.0, 0.0], [0.1, -0.1, 0.0], [0.0, 0.0, 0.0], [0.0, 0.0, 0.0], [0.0, 0.0, -0.1], [0.0, 0.0, 0.0], [-0.1, 0.1, 0.0], [0.0, 0.0, 0.0], [0.0, 0.0, 0.0], [0.0, 0.0, 0.0], [0.0, 0.0, 0.0], [0.0, -0.1, 0.0], [0.0, 0.0, 0.0]], "mulliken_charge": [-0.557, 1.048, -1.002, -0.947, -0.544, -0.739, 0.827, -0.471, 0.774, -0.464, -0.610, -0.844, -0.433, -0.458, 0.364, 1.051, -0.370, -0.320, 0.537, -0.296, -0.268, 0.647, -0.254, -0.242, -0.251, 0.274, 0.234, 0.620, 0.403, 0.511, 0.401, 0.420, 0.420, 0.527, -0.648, -0.276, 0.860, -0.564, -0.304, -0.641, 0.232, 0.291, 0.286, 0.298, 0.274, 0.221, -0.364, -0.354, 0.793, -0.556, -0.325, -0.636, 0.300, 0.001, 0.304, 0.332, 0.289, 0.183, -0.703, -0.266, 0.772, -0.539, -0.304, -0.642, 0.211, 0.329, 0.333, 0.301, 0.298, 0.215, -0.630, -0.336, 0.713, -0.548, -0.328, -0.473, 0.214, 0.292, 0.294, 0.331, 0.187, 0.294], "spin_multiplicity": 1, "lumo_energy_ev": 0.42, "gap_ev": 8.570}

=====

No. 3
{"formula": "C2H11NO2S2", "method": "ωB97M-V with the def2-TZVPD basis set", "species": ["N", "C", "C", "S", "S", "H", "H", "H", "H", "H", "H", "H", "O", "H", "H", "O", "H", "H"], "positions_angstrom": [[-0.588867, 2.793160, -0.367861], [0.502462, 1.905173, 0.010274], [0.274060, 0.567549, -0.634451], [1.696975, -0.571201, -0.303960], [0.945029, -2.382481, -0.739894], [-0.448910, 3.742769, -0.071652], [-1.525329, 2.529777, -0.085954], [1.345538, 2.296951, -0.542225], [0.690694, 1.859422, 1.093233], [-0.559998, -0.020524, -0.255964], [0.168244, 0.681555, -1.711672], [1.314398, -2.835816, -1.970784], [-3.289869, 1.407853, 0.647356], [-3.450710, 1.769161, 1.528773], [-3.273376, 0.466869, 0.833399], [-1.255014, -0.918941, 2.079376], [-1.302011, -1.483014, 1.319416], [-0.825659, -0.095950, 1.847552]], "atomic_forces_ev_per_a": [[-0.4, 0.2, -0.2], [-0.7, 0.5, -0.4], [0.2, -1.5, -0.2], [0.4, 0.8, -0.3], [-0.7, -1.2, 0.4], [0.3, 0.2, 0.1], [0.2, -0.5, 0.2], [0.7, 0.3, 0.5], [0.2, -0.2, -0.2], [-0.3, 0.5, -0.1], [-0.1, 0.1, 0.1], [0.2, 0.9, 0.1], [0.0, 0.2, 0.4], [0.0, 0.2, -0.2], [0.1, -0.4, -0.1], [-0.5, 0.2, 1.1], [0.2, -0.3, -0.7], [0.2, 0.0, -0.3]], "mulliken_charge": [-0.564, -0.520, -0.542, -0.020, -0.247, 0.202, 0.241, 0.360, 0.325, 0.150, 0.436, 0.152, -0.659, 0.325, 0.324, -0.614, 0.320, 0.332], "spin_multiplicity": 1, "relative_energy_kj_mol": 43.3, "lumo_energy_ev": 0.44, "gap_ev": 9.559}

=====

What did we get for total energy? Answer: -130390.1757; -85943.4694; -29507.7083 eV, in the order shown.
What did we get for molecular weight? Answer: 899.55; 742.62; 145.25 g/mol, in the order shown.